Below is a cluster of 2 separate species, C2H8NO in total, with properties calculated with ωB97M-V/def2-TZVPD.

```
12
Properties=species:S:1:pos:R:3:forces:R:3
O -0.8236 -1.5938 -2.1661 -0.0036 0.3900 0.1558
H -1.2945 -0.7443 -2.1553 0.1163 -0.2686 -0.0270
C -0.3726 1.4175 0.4378 -0.9026 1.2388 -0.7431
N 0.8953 0.6147 0.3872 -2.3258 0.6306 -0.1003
C 0.6135 -0.4285 1.4341 0.0941 -1.4689 -4.4868
H -1.2369 1.3199 -0.2736 1.4298 -0.6922 -0.9067
H -1.0527 1.0953 1.2659 1.3166 1.1824 0.3160
H -0.1389 2.5059 0.3535 -0.3123 -0.5832 0.7697
H 1.0275 0.2941 -0.5902 -0.4942 -0.5704 1.0964
H 0.9425 -1.4104 1.0098 0.1112 0.6386 0.9431
H -0.4621 -0.4885 1.5122 -0.0166 -0.6247 0.5910
H 1.0914 -0.0590 2.2641 0.9871 0.1277 2.3917
```
Forces are in eV/Å.

Calculated values
* gap between HOMO and LUMO: 6.33 eV
* ΔE to the lowest compared entry with this formula, charge and spin: 48.3 kcal per mole
* max |F|: 4.72 eV/A
* total charge: -1

Below is a cluster of 2 separate species, C2H8NO in total, with properties calculated with ωB97M-V/def2-TZVPD.

```
12
Properties=species:S:1:pos:R:3:forces:R:3
N 1.3105 -1.0987 -1.3909 -0.3275 -1.5957 -2.4076
H 2.3322 -1.1178 -1.4784 -0.1114 0.2486 1.2713
H 0.9081 -1.8719 -0.8389 0.7925 -0.4803 -0.7060
H 0.8181 -0.3233 -0.9023 0.5407 1.4331 -0.6793
H 1.0968 -1.2118 -2.4501 -0.6225 0.3712 2.3068
C -1.0622 0.8174 1.8959 1.1499 1.4633 -1.1802
C -1.0064 0.3720 0.6256 -1.8631 -1.6870 1.8013
O -0.1821 0.8179 -0.3792 0.0464 0.9789 0.5856
H -1.8044 0.5713 2.6230 -0.4786 -0.7723 -0.0977
H -0.4381 1.6740 2.2888 -0.3275 -1.0963 -0.8461
H -1.6754 -0.3732 0.1709 0.0559 0.0824 0.8936
H -0.2971 1.7440 -0.1643 1.1451 1.0541 -0.9418
```
Forces are in eV/Å.

Calculated values
* gap between HOMO and LUMO: 9.76 eV
* ΔE to the lowest compared entry with this formula, charge and spin: 39.1 kcal per mole
* max |F|: 3.09 eV/A
* total charge: +1

Below is a cluster of 2 separate species, C2H8NO in total, with properties calculated with ωB97M-V/def2-TZVPD.

```
12
Properties=species:S:1:pos:R:3:forces:R:3
C -0.1616 0.9244 -0.5743 -1.1925 1.0354 -1.6668
C 0.8846 1.3768 -1.2673 -0.8088 -1.1506 2.1592
N -0.6747 -0.4716 -0.5407 2.7631 0.4792 -0.0261
H -0.9347 1.5654 -0.1622 0.3827 0.1676 0.1907
H 1.0782 2.4241 -1.0859 0.3677 0.0468 -0.6407
H 1.6005 0.6546 -1.6315 0.2417 0.3839 -0.5882
H -0.7275 -0.6043 0.5030 -0.9168 -1.2975 -0.5364
H 0.1096 -1.0604 -0.8220 0.2192 -0.2748 0.2270
H -1.3651 -0.7287 -1.2429 -0.9845 0.4253 0.6877
H 0.5143 -2.0291 2.1518 -0.3263 0.4409 0.1082
H -0.2017 -0.7289 2.7254 0.2732 -0.8193 -0.5011
O -0.1219 -1.3223 1.9467 -0.0188 0.5633 0.5865
```
Forces are in eV/Å.

Calculated values
* gap between HOMO and LUMO: 11.98 eV
* ΔE to the lowest compared entry with this formula, charge and spin: 29.7 kcal per mole
* max |F|: 2.80 eV/A
* total charge: +1